Arrangement i

{"formula": "C4H6O2", "method": "ωB97M-V/def2-TZVPD", "symbols": ["O", "C", "C", "C", "C", "O", "H", "H", "H", "H", "H", "H"], "coordinates": [[1.56, -1.39, -0.08], [1.92, -0.20, -0.08], [1.00, 0.87, -0.13], [-0.32, 0.66, -0.11], [-1.01, -0.66, -0.06], [-2.41, -0.48, -0.17], [3.00, 0.07, 0.10], [1.38, 1.88, -0.05], [-1.02, 1.56, -0.09], [-0.60, -1.38, -0.85], [-0.74, -1.18, 0.94], [-2.76, 0.26, 0.57]], "e_homo_ev": -9.99, "smiles": "O=C/C=C\\CO"}

---

Arrangement ii

{"formula": "C4H6O2", "method": "ωB97M-V/def2-TZVPD", "symbols": ["O", "C", "O", "C", "C", "C", "H", "H", "H", "H", "H", "H"], "coordinates": [[2.41, -1.72, 0.23], [2.12, -0.72, -0.30], [1.25, 0.51, 0.28], [-0.05, 0.15, 0.62], [-1.00, -0.37, -0.42], [-1.20, 1.00, 0.19], [1.93, 0.01, -1.08], [-0.10, -0.30, 1.61], [-0.68, -0.39, -1.46], [-1.68, -1.17, -0.14], [-0.98, 1.86, -0.43], [-2.02, 1.14, 0.89]], "e_homo_ev": -9.57, "smiles": "O=COC1CC1"}

---

arrangement i is favored, and the nearest alternative lies 0.0447 hartree above it.

---

Arrangement i

{"formula": "CH6NPS", "method": "ωB97M-V/def2-TZVPD", "symbols": ["C", "N", "P", "S", "H", "H", "H", "H", "H", "H"], "coordinates": [[2.00, -0.20, 0.61], [-0.85, 1.13, -1.33], [-3.19, -0.20, 0.09], [-1.42, -0.23, -0.94], [3.06, 0.14, 0.59], [1.42, 0.06, 1.49], [1.97, -1.32, 0.38], [-1.41, 1.95, -1.17], [-3.00, -1.44, 0.57], [1.40, 0.11, -0.29]], "e_homo_ev": [-8.69, -8.71]}

---

Arrangement ii

{"formula": "CH6NPS", "method": "ωB97M-V/def2-TZVPD", "symbols": ["C", "N", "P", "S", "H", "H", "H", "H", "H", "H"], "coordinates": [[1.64, -0.88, 1.17], [-2.97, 1.64, -0.59], [-0.81, 0.09, -1.98], [-1.45, 1.22, -0.44], [1.43, -1.96, 1.13], [0.79, -0.27, 1.02], [2.41, -0.81, 0.34], [-3.51, 1.14, -1.20], [0.44, 0.32, -1.51], [2.02, -0.49, 2.06]], "e_homo_ev": [-8.84, -8.62]}

---

Arrangement iii

{"formula": "CH6NPS", "method": "ωB97M-V/def2-TZVPD", "symbols": ["C", "S", "P", "N", "H", "H", "H", "H", "H", "H"], "coordinates": [[1.34, 0.01, 1.29], [-0.05, 1.10, 0.78], [-1.37, -0.32, 0.16], [-1.22, -0.30, -2.02], [0.82, -0.96, 1.61], [2.00, 0.54, 1.96], [2.02, -0.13, 0.55], [-2.19, 0.82, 0.08], [-0.52, 0.44, -2.17], [-0.82, -1.21, -2.24]], "e_homo_ev": -8.73, "smiles": "CSPN"}

---

arrangement iii is favored, and the nearest alternative lies 0.0396 hartree above it.

---

Arrangement i

{"formula": "C2H3O2", "method": "ωB97M-V/def2-TZVPD", "symbols": ["O", "C", "O", "C", "H", "H", "H"], "coordinates": [[0.94, -0.67, -0.71], [0.17, 0.10, -0.20], [-0.18, 1.29, -0.23], [-0.73, -0.60, 0.91], [-0.88, -1.67, 0.90], [-0.37, -0.45, 1.93], [-1.70, -0.10, 0.96]], "e_homo_ev": [-11.35, -10.69], "spin_multiplicity": 2}

---

Arrangement ii

{"formula": "C2H3O2", "method": "ωB97M-V/def2-TZVPD", "symbols": ["C", "C", "O", "O", "H", "H", "H"], "coordinates": [[0.86, -0.29, -0.52], [-0.80, 0.47, 0.58], [-1.67, 0.92, -0.10], [0.66, 0.70, 0.26], [1.14, -1.25, -0.03], [0.56, -0.20, -1.59], [-0.74, -0.35, 1.41]], "e_homo_ev": [-8.19, -11.01], "spin_multiplicity": 2}

---

arrangement i is favored, and the nearest alternative lies 0.0395 hartree above it.

---

Arrangement i

{"formula": "C6H6N2", "method": "ωB97M-V/def2-TZVPD", "symbols": ["H", "N", "C", "N", "C", "C", "C", "C", "C", "H", "H", "H", "H", "H"], "coordinates": [[-2.01, -1.89, 0.38], [-2.01, -0.94, 0.15], [-0.80, -0.55, -0.05], [0.24, -1.58, -0.28], [1.38, -1.08, -0.05], [1.93, 0.33, 0.18], [1.01, 1.24, -0.04], [-0.37, 0.81, 0.05], [-1.24, 1.68, -0.07], [2.15, -1.96, 0.30], [3.02, 0.73, 0.44], [1.09, 2.30, -0.40], [-1.10, 2.66, -0.18], [-2.23, 1.21, 0.17]], "e_homo_ev": -9.02, "smiles": "[H]/N=C1\\N=CC=CC1=C"}

---

Arrangement ii

{"formula": "C6H6N2", "method": "ωB97M-V/def2-TZVPD", "symbols": ["C", "C", "N", "C", "C", "H", "H", "H", "C", "C", "N", "H", "H", "H"], "coordinates": [[2.40, 1.13, 0.42], [1.87, 0.06, 0.56], [1.36, -1.12, 0.70], [1.14, -2.22, 0.23], [0.80, -3.37, -0.35], [3.01, 1.99, 0.35], [-0.20, -3.50, -0.66], [1.67, -4.11, -0.42], [-1.90, 1.92, 0.38], [-1.84, 0.52, 0.71], [-1.83, -0.60, 0.98], [-2.27, 2.02, -0.66], [-2.48, 2.46, 1.08], [-0.83, 2.08, 0.33]], "e_homo_ev": -8.37, "smiles": "C#CN=C=C.CC#N"}

---

arrangement i is favored, and the nearest alternative lies 0.0197 hartree above it.

---

Arrangement i

{"formula": "C6H6N2", "method": "ωB97M-V/def2-TZVPD", "symbols": ["C", "C", "C", "C", "C", "C", "N", "N", "H", "H", "H", "H", "H", "H"], "coordinates": [[2.05, 1.06, 0.14], [0.95, 1.46, -0.44], [1.42, -1.21, -0.06], [0.24, -0.89, -0.67], [2.07, -0.26, 0.63], [-0.13, 0.47, -0.50], [-1.25, 0.95, -0.11], [-2.19, 0.00, 0.33], [3.00, 1.68, 0.32], [0.43, 2.48, -0.44], [1.88, -2.26, -0.20], [-0.45, -1.63, -0.99], [-1.86, -0.90, 0.50], [-2.57, 0.59, 1.08]], "e_homo_ev": [-8.71, -7.61]}

---

Arrangement ii

{"formula": "C6H6N2", "method": "ωB97M-V/def2-TZVPD", "symbols": ["C", "C", "C", "C", "N", "N", "C", "C", "H", "H", "H", "H", "H", "H"], "coordinates": [[1.90, 0.28, -0.37], [1.00, 1.27, -0.26], [-0.20, 0.77, 0.56], [-1.59, 0.87, 0.05], [-2.02, -0.28, -0.37], [-0.98, -1.32, -0.21], [0.03, -0.72, 0.32], [1.45, -1.03, 0.22], [2.83, 0.45, -0.80], [1.23, 2.29, -0.52], [-0.02, 1.20, 1.60], [-2.20, 1.82, 0.07], [1.59, -1.83, -0.51], [1.92, -1.43, 1.19]], "e_homo_ev": -9.90, "smiles": "C1=C[C@H]2C=NN=C2C1"}

---

arrangement ii is favored, and the nearest alternative lies 0.1220 hartree above it.

---

Arrangement i

{"formula": "C4H13N4O", "method": "ωB97M-V/def2-TZVPD", "symbols": ["C", "C", "N", "N", "N", "H", "H", "H", "H", "H", "H", "H", "H", "C", "C", "O", "N", "H", "H", "H", "H", "H"], "coordinates": [[-1.52, 1.15, 0.16], [-0.76, -0.54, 1.74], [0.22, 0.25, 2.22], [-1.57, -0.15, 0.78], [-0.96, -1.76, 2.29], [0.66, 0.99, 1.69], [0.95, -0.09, 2.82], [-2.50, -0.54, 0.68], [-1.56, -2.46, 1.89], [-0.33, -2.12, 3.00], [-2.21, 1.80, 0.76], [-2.08, 1.21, -0.79], [-0.62, 1.72, -0.04], [0.64, 0.10, -2.67], [1.27, -0.40, -1.43], [0.73, -1.18, -0.66], [2.37, 0.34, -1.03], [3.20, -0.12, -0.69], [2.67, 1.18, -1.51], [0.14, 1.11, -2.53], [-0.02, -0.71, -3.15], [1.28, 0.21, -3.54]], "e_homo_ev": -13.48, "charge": 1}

---

Arrangement ii

{"formula": "C4H13N4O", "method": "ωB97M-V/def2-TZVPD", "symbols": ["C", "C", "O", "N", "H", "H", "H", "H", "H", "C", "C", "N", "N", "N", "H", "H", "H", "H", "H", "H", "H", "H"], "coordinates": [[-0.06, -0.86, -3.03], [0.05, -1.99, -2.07], [0.29, -1.82, -0.85], [-0.25, -3.24, -2.40], [-0.40, 0.12, -2.70], [-0.71, -1.15, -3.87], [0.00, -4.01, -1.81], [-0.57, -3.55, -3.30], [0.87, -0.69, -3.57], [-0.25, 2.03, 3.40], [0.15, 1.10, 1.15], [-0.31, 0.89, -0.07], [-0.49, 1.96, 1.95], [1.28, 0.54, 1.63], [-0.56, 1.65, -0.67], [0.00, 0.08, -0.61], [-1.28, 2.40, 1.52], [1.70, 1.00, 2.43], [1.46, -0.45, 1.63], [-0.27, 0.99, 3.70], [-1.22, 2.31, 3.84], [0.56, 2.67, 3.70]], "e_homo_ev": -13.30, "charge": 1}

---

Arrangement iii

{"formula": "C4H13N4O", "method": "ωB97M-V/def2-TZVPD", "symbols": ["C", "C", "N", "N", "N", "H", "H", "H", "H", "H", "H", "H", "H", "C", "C", "O", "N", "H", "H", "H", "H", "H"], "coordinates": [[-3.76, -0.75, -1.63], [-1.34, -0.60, -0.87], [-0.74, -0.14, -1.96], [-2.59, -1.16, -0.72], [-0.69, -0.75, 0.37], [-1.17, -0.22, -2.91], [0.37, 0.06, -1.87], [-2.63, -1.95, -0.20], [-1.23, -0.48, 1.23], [0.40, -0.75, 0.43], [-4.36, -1.57, -1.82], [-3.40, -0.19, -2.51], [-4.48, -0.23, -1.06], [3.06, 1.53, 0.52], [2.67, 0.34, 1.39], [2.72, -0.83, 1.06], [2.44, 0.59, 2.72], [2.51, -0.26, 3.32], [2.58, 1.43, 3.24], [2.46, 1.62, -0.38], [4.13, 1.83, 0.49], [3.04, 2.50, 1.18]], "e_homo_ev": -13.09, "charge": 1}

---

arrangement ii is favored, and the nearest alternative lies 0.0103 hartree above it.